132
Properties=species:S:1:pos:R:3 method="wB97M-V/def2-TZVPD" homo_ev=-1.3 gap_ev=4.669 lumo_ev=3.4 charge=-2 multiplicity=1 fmax_ev_per_a=3.9 de_lowest_kcal_mol=28.7
Ba 0.29 -0.05 -0.87
S -0.03 0.67 -6.10
C -0.66 -0.89 -5.80
C -0.71 -1.15 -4.46
C -0.22 -0.11 -3.58
C 0.18 0.94 -4.37
C 0.66 2.25 -3.91
C 0.86 3.32 -4.79
C 1.25 4.55 -4.29
C 1.43 4.70 -2.92
C 1.23 3.58 -2.12
N 0.88 2.39 -2.59
H -0.97 -1.52 -6.62
H -1.09 -2.10 -4.10
H 0.69 3.19 -5.85
H 1.40 5.39 -4.96
H 1.71 5.64 -2.48
H 1.35 3.63 -1.04
C 4.61 -0.28 -5.46
C 4.07 -1.10 -4.32
C 2.77 -1.59 -4.38
C 2.23 -2.28 -3.30
C 3.01 -2.47 -2.17
C 4.31 -1.98 -2.08
C 4.83 -1.31 -3.18
S 2.24 -3.09 -0.71
O 1.02 -2.20 -0.59
C 1.59 -4.66 -1.33
C 2.26 -5.34 -2.37
C 1.80 -6.55 -2.81
C 0.65 -7.13 -2.23
C 0.12 -8.36 -2.69
C -1.00 -8.90 -2.14
C -1.65 -8.23 -1.07
C -1.16 -7.05 -0.60
C 0.00 -6.46 -1.17
C 0.51 -5.21 -0.70
C -0.11 -4.62 0.54
C 0.34 -5.15 1.79
C 1.30 -6.18 1.88
C 1.72 -6.66 3.09
C 1.19 -6.13 4.29
C 0.27 -5.13 4.24
C -0.17 -4.61 3.00
C -1.10 -3.53 2.94
C -1.51 -3.05 1.75
C -1.03 -3.61 0.54
S -1.53 -2.79 -0.98
O -1.19 -3.69 -2.11
C -3.30 -2.92 -0.77
C -3.96 -4.06 -1.19
C -5.33 -4.13 -1.07
C -6.06 -3.06 -0.54
C -7.56 -3.12 -0.44
C -5.37 -1.92 -0.14
C -3.99 -1.83 -0.26
H 4.03 -0.44 -6.37
H 5.66 -0.52 -5.67
H 4.56 0.78 -5.23
H 2.14 -1.40 -5.24
H 1.21 -2.63 -3.33
H 4.86 -2.07 -1.16
H 5.83 -0.90 -3.12
H 3.13 -4.89 -2.83
H 2.31 -7.07 -3.61
H 0.63 -8.86 -3.51
H -1.40 -9.84 -2.51
H -2.55 -8.66 -0.64
H -1.67 -6.54 0.20
H 1.73 -6.59 0.97
H 2.46 -7.45 3.13
H 1.53 -6.52 5.24
H -0.13 -4.70 5.15
H -1.45 -3.09 3.87
H -2.19 -2.20 1.71
H -3.38 -4.88 -1.62
H -5.86 -5.02 -1.40
H -7.94 -4.08 -0.80
H -8.03 -2.33 -1.02
H -7.89 -3.00 0.60
H -5.92 -1.06 0.24
H -3.49 -0.92 0.02
O 3.81 -1.61 1.31
Cl 2.96 -0.43 1.35
O 3.60 0.59 2.11
O 2.73 0.02 -0.04
O 1.66 -0.79 1.88
F -2.31 2.64 -0.73
C -2.42 1.28 -0.54
F -3.49 0.98 -1.44
F -3.12 1.21 0.69
C -0.08 6.07 5.75
Si -0.29 4.48 4.75
C -2.06 3.89 5.00
C 0.85 3.22 5.56
Si 0.15 4.62 2.46
Te 0.50 2.37 1.67
Si 2.17 5.73 2.21
C 2.72 5.71 0.41
C 3.52 4.87 3.20
C 2.17 7.55 2.74
Si -1.52 6.00 1.58
C -1.09 6.59 -0.15
C -1.75 7.57 2.62
C -3.19 5.16 1.52
H -0.36 5.87 6.80
H -0.71 6.88 5.39
H 0.95 6.42 5.74
H -2.22 3.59 6.04
H -2.27 3.04 4.35
H -2.78 4.68 4.77
H 0.50 2.99 6.57
H 1.87 3.59 5.61
H 0.86 2.30 4.96
H 2.75 4.68 0.05
H 3.72 6.15 0.30
H 2.03 6.27 -0.23
H 3.50 3.80 2.98
H 3.37 5.00 4.27
H 4.50 5.26 2.94
H 1.50 8.15 2.12
H 3.18 7.98 2.65
H 1.85 7.67 3.78
H -0.25 7.29 -0.14
H -1.94 7.09 -0.61
H -0.81 5.74 -0.79
H -0.82 8.14 2.72
H -2.10 7.33 3.63
H -2.50 8.21 2.15
H -3.13 4.21 0.99
H -3.92 5.80 1.02
H -3.55 4.94 2.53